1.
Entry from the OMol25 dataset: a structure of composition C41H36GeN7SV (wB97M-V/def2-TZVPD).

Values from the calculation:
net charge: +3
ΔE to the lowest compared entry with this formula, charge and spin: 0.00 kJ/mol
expectation value of S²: 3.7591
spin multiplicity: 4

```
87
Properties=species:S:1:pos:R:3:forces:R:3
V 1.331 -0.765 0.688 0.366 -0.033 0.214
C 0.454 3.279 0.133 0.002 0.011 -0.001
C 0.765 2.307 1.231 -0.033 0.028 -0.035
C 1.883 2.491 2.050 0.001 -0.002 0.004
C 2.163 1.620 3.089 0.000 0.007 -0.002
C 1.318 0.542 3.358 0.010 -0.020 -0.007
C 0.180 0.359 2.580 -0.037 -0.080 -0.105
C -0.075 1.224 1.502 -0.115 0.006 -0.059
H -0.259 2.871 -0.584 -0.002 -0.002 -0.001
H 1.357 3.577 -0.399 0.001 -0.003 -0.007
H 0.014 4.185 0.555 0.002 0.004 0.002
H 2.538 3.334 1.870 -0.003 0.008 -0.010
H 3.029 1.794 3.714 0.005 -0.004 0.005
H 1.508 -0.110 4.201 0.001 0.002 -0.001
H -0.533 -0.425 2.827 -0.015 0.025 0.033
H -0.978 1.095 0.907 -0.034 0.048 0.048
N 4.027 -3.573 2.475 -0.011 0.036 0.019
C 3.456 -2.381 2.618 0.006 -0.003 0.012
N 2.628 -2.185 1.600 0.013 -0.026 -0.004
C 2.754 -3.334 0.863 -0.053 0.017 -0.123
N 3.594 -4.194 1.366 -0.034 -0.034 -0.015
C 1.979 -3.489 -0.370 -0.073 -0.098 0.088
C 1.940 -4.661 -1.116 0.085 0.081 0.000
N 1.223 -4.744 -2.227 -0.031 0.024 -0.023
C 0.541 -3.668 -2.599 0.021 -0.023 -0.014
C 0.541 -2.503 -1.843 -0.032 0.003 0.001
N 1.256 -2.413 -0.722 -0.020 0.043 -0.001
H 4.707 -4.024 3.074 0.004 0.001 0.006
H 3.655 -1.706 3.434 0.005 -0.006 0.007
H 2.501 -5.534 -0.804 0.012 0.010 -0.004
H -0.028 -3.734 -3.517 -0.017 0.021 0.001
H -0.047 -1.642 -2.136 0.003 -0.008 -0.021
S 5.716 2.957 -2.603 -0.031 -0.042 -0.036
C 4.534 1.962 -1.821 -0.042 0.047 0.023
C 4.898 1.352 -0.608 0.022 0.008 -0.040
C 3.992 0.566 0.055 0.057 0.000 0.044
N 2.743 0.336 -0.393 -0.040 -0.048 -0.036
C 2.399 0.916 -1.558 -0.034 0.031 0.020
C 3.234 1.724 -2.290 0.040 -0.055 -0.051
C 4.846 3.494 -4.062 -0.001 0.060 0.068
C 4.098 4.664 -4.028 0.085 -0.083 0.025
C 3.446 5.044 -5.192 -0.068 0.035 -0.046
N 3.504 4.348 -6.324 -0.021 0.051 0.016
C 4.247 3.249 -6.345 0.051 -0.079 -0.038
C 4.945 2.772 -5.239 -0.035 0.033 -0.027
H 5.889 1.493 -0.197 -0.004 -0.008 0.016
H 4.262 0.093 0.991 0.008 0.009 -0.010
H 1.390 0.722 -1.912 0.009 0.019 -0.028
H 2.887 2.157 -3.218 0.005 -0.020 0.037
H 4.041 5.267 -3.133 -0.013 0.016 0.000
H 2.851 5.950 -5.218 0.012 0.003 0.013
H 4.297 2.722 -7.291 0.004 -0.011 0.016
H 5.550 1.878 -5.309 0.006 -0.009 0.011
C -2.056 -4.710 -0.617 -0.034 -0.014 -0.042
C -3.009 -4.015 -1.352 0.012 0.000 0.016
C -3.522 -2.820 -0.871 0.039 0.045 0.042
C -3.079 -2.304 0.357 -0.053 -0.101 -0.034
C -2.118 -3.021 1.090 -0.098 0.189 0.038
C -1.610 -4.213 0.603 0.049 0.004 0.022
Ge -3.918 -0.750 1.087 0.011 -0.002 0.021
C -4.694 0.536 -0.053 0.020 -0.030 0.033
C -5.653 1.422 0.463 0.008 -0.057 0.040
C -6.256 2.347 -0.371 -0.008 0.003 0.031
C -5.901 2.402 -1.712 -0.024 0.032 -0.025
C -4.946 1.536 -2.233 0.024 -0.035 -0.026
C -4.346 0.599 -1.412 0.020 -0.005 0.046
C -3.859 -0.511 2.963 -0.005 -0.044 -0.093
C -3.902 0.779 3.514 0.006 0.018 -0.014
C -3.879 0.942 4.888 -0.004 0.044 -0.041
C -3.834 -0.173 5.717 0.001 0.003 0.048
C -3.804 -1.455 5.182 -0.003 -0.040 -0.023
C -3.808 -1.630 3.809 -0.016 0.026 -0.018
H -1.679 -5.656 -0.984 -0.007 -0.005 -0.004
H -3.375 -4.421 -2.286 -0.005 0.000 0.000
H -4.293 -2.311 -1.436 -0.004 0.009 -0.003
H -1.806 -2.667 2.067 0.015 -0.001 -0.001
H -0.901 -4.781 1.192 0.010 0.001 -0.005
H -5.949 1.370 1.504 -0.001 0.000 -0.009
H -7.006 3.019 0.021 -0.006 -0.001 0.003
H -6.380 3.123 -2.362 0.003 0.004 -0.004
H -4.685 1.586 -3.281 0.003 0.003 -0.001
H -3.607 -0.078 -1.826 -0.014 -0.002 0.006
H -3.956 1.653 2.874 0.010 -0.016 -0.001
H -3.916 1.934 5.316 0.001 0.001 0.002
H -3.837 -0.040 6.790 -0.001 -0.004 0.003
H -3.793 -2.316 5.836 -0.001 -0.002 0.006
H -3.814 -2.633 3.399 0.010 -0.007 0.006
```
Forces are in eV/Å.

These are the Löwdin partial charges, in e, on atoms 1 to 6:
1 V 0.9348
2 C -0.0178
3 C -0.2665
4 C -0.0087
5 C -0.0339
6 C -0.0814

***

2.
Entry from the OMol25 dataset: a structure of composition C41H36IrN5O4P2 in a non-equilibrium geometry (wB97M-V/def2-TZVPD).

Values from the calculation:
net charge: +2
ΔE to the lowest compared entry with this formula, charge and spin: 2.67 kJ/mol

```
89
Properties=species:S:1:pos:R:3:forces:R:3
Ir -1.842 0.295 0.602 0.245 -0.006 -0.324
N -3.594 -1.846 -2.619 0.063 0.040 -0.019
C -3.407 -1.411 -1.385 -0.172 -0.145 0.158
N -2.981 -0.214 -1.085 -0.358 0.090 0.190
C -2.602 0.660 -2.129 0.177 -0.169 -0.281
N -2.087 1.819 -1.857 -0.463 -0.252 0.025
N -2.099 1.928 -0.489 0.918 0.524 0.064
C -2.384 3.025 0.108 -0.066 -0.018 -0.019
C -2.754 2.838 1.507 0.005 -0.036 -0.007
C -3.176 3.838 2.361 0.014 0.004 0.008
C -3.674 3.480 3.607 -0.008 0.040 -0.010
C -3.750 2.141 3.949 0.009 -0.047 0.019
C -3.303 1.183 3.054 0.086 0.020 0.053
N -2.812 1.530 1.866 -0.397 -0.058 -0.110
C -2.780 0.220 -3.501 -0.054 -0.031 0.027
C -2.451 1.028 -4.594 -0.005 0.014 0.012
C -2.647 0.562 -5.874 0.000 -0.007 -0.001
C -3.173 -0.715 -6.087 0.022 0.010 -0.021
C -3.498 -1.530 -5.023 0.006 -0.019 0.015
C -3.295 -1.054 -3.733 0.008 0.002 0.024
H -3.938 -2.785 -2.757 -0.036 0.009 -0.004
H -3.625 -2.097 -0.576 0.021 0.036 0.027
H -2.502 3.958 -0.429 -0.083 -0.022 -0.029
H -3.131 4.871 2.047 0.013 -0.001 0.006
H -4.012 4.242 4.297 -0.004 -0.001 -0.006
H -4.151 1.829 4.903 0.004 -0.001 0.000
H -3.310 0.122 3.267 -0.008 0.010 0.000
H -2.056 2.018 -4.411 0.005 -0.002 -0.001
H -2.403 1.189 -6.721 0.000 0.000 0.003
H -3.333 -1.070 -7.096 -0.001 0.001 0.002
H -3.907 -2.520 -5.184 -0.002 0.005 -0.002
O -0.289 1.167 1.644 0.045 -0.355 0.584
P 1.227 0.967 1.567 -0.227 0.311 -0.205
C 1.675 0.430 -0.114 -0.035 -0.079 0.051
P 0.810 -0.953 -0.911 0.031 0.152 0.068
O -0.684 -0.958 -0.605 0.175 0.107 -0.075
C 1.611 -2.504 -0.560 -0.022 -0.006 -0.040
C 2.999 -2.593 -0.621 -0.006 -0.030 -0.023
C 3.619 -3.818 -0.430 0.003 0.009 0.008
C 2.852 -4.952 -0.197 0.000 0.001 -0.001
C 1.467 -4.865 -0.156 -0.004 0.000 0.004
C 0.843 -3.642 -0.335 -0.003 0.000 0.040
C 0.982 -0.688 -2.681 0.100 0.051 0.003
C 1.462 0.483 -3.262 -0.048 -0.012 0.019
C 1.495 0.613 -4.643 -0.004 0.017 -0.032
C 1.049 -0.422 -5.450 -0.001 -0.012 0.001
C 0.573 -1.596 -4.878 -0.011 -0.012 0.004
C 0.544 -1.733 -3.501 0.004 0.013 -0.014
C 1.998 0.045 2.875 0.025 -0.039 -0.035
C 1.367 0.007 4.115 0.027 0.042 0.012
C 1.984 -0.634 5.174 -0.001 0.002 -0.001
C 3.226 -1.234 4.997 -0.005 -0.002 0.009
C 3.854 -1.189 3.762 0.007 0.007 -0.015
C 3.243 -0.546 2.696 -0.013 -0.037 0.020
C 1.920 2.624 1.657 0.098 -0.062 -0.024
C 3.261 2.843 1.335 -0.002 0.021 0.037
C 3.803 4.112 1.447 -0.001 -0.010 -0.007
C 3.014 5.165 1.892 -0.004 -0.001 0.004
C 1.685 4.949 2.225 0.005 0.007 0.001
C 1.135 3.681 2.108 -0.034 0.003 -0.030
H 2.754 0.303 -0.215 -0.005 -0.017 0.013
H 1.408 1.318 -0.695 0.033 0.004 -0.017
H 3.608 -1.720 -0.831 -0.001 -0.001 -0.011
H 4.697 -3.889 -0.470 -0.002 -0.002 0.000
H 3.337 -5.908 -0.051 0.000 0.003 -0.001
H 0.875 -5.753 0.023 0.002 0.002 0.002
H -0.235 -3.561 -0.279 0.009 0.005 0.007
H 1.820 1.306 -2.658 0.009 0.000 -0.006
H 1.878 1.522 -5.087 0.003 -0.006 0.001
H 1.087 -0.323 -6.526 -0.002 0.002 0.001
H 0.249 -2.414 -5.508 -0.015 0.002 0.004
H 0.201 -2.662 -3.060 0.006 0.000 -0.002
H 0.393 0.466 4.245 0.004 0.000 -0.006
H 1.500 -0.669 6.141 0.000 -0.002 -0.002
H 3.704 -1.736 5.827 -0.001 0.002 -0.001
H 4.820 -1.657 3.627 -0.002 0.001 0.001
H 3.742 -0.526 1.734 -0.010 -0.014 -0.004
H 3.896 2.026 1.010 -0.002 0.000 0.007
H 4.842 4.279 1.196 -0.002 0.001 0.000
H 3.441 6.155 1.986 -0.002 -0.001 -0.001
H 1.078 5.770 2.582 0.001 -0.002 0.001
H 0.100 3.507 2.372 0.000 -0.006 -0.001
C -1.122 -3.092 3.191 -0.040 -0.010 0.006
C -0.870 -1.961 2.230 -0.113 0.006 0.033
O 0.262 -1.691 1.850 0.072 0.037 -0.066
O -1.943 -1.308 1.874 0.015 -0.077 -0.125
H -0.232 -3.709 3.279 0.003 -0.004 0.000
H -1.975 -3.689 2.870 0.000 0.001 0.009
H -1.364 -2.677 4.171 0.000 -0.003 -0.003
```
Forces are in eV/Å.

These are the Löwdin partial charges, in e, on atoms 1 to 6:
1 Ir 1.4830
2 N 0.1627
3 C -0.0980
4 N -0.0251
5 C -0.2544
6 N 0.1358